one:
Here is an isolated molecule of CH3N3S from OMol25. Energies are from ωB97M-V with the def2-TZVPD basis set.

The calculation puts the highest occupied orbital energy at -8.3 eV. The molar mass is 89.1 g mol⁻¹. The gap between HOMO and LUMO comes out at 0.3099 Ha. The net charge is 0.

Last columns: bonded neighbours and bond lengths (Å).
Cartesian coordinates (Å):
1 C 0.013 0.738 -0.088  N2 1.387, N5 1.449, H6 1.017, H7 1.144
2 N 0.776 0.391 1.017  C1 1.387, N3 1.343
3 N 0.968 -0.917 1.255  N2 1.343, S4 1.639
4 S 0.186 -1.793 0.110  N3 1.639, N5 1.704
5 N -0.507 -0.466 -0.705  C1 1.449, S4 1.704, H8 1.036
6 H -0.496 1.589 0.138  C1 1.017
7 H 0.575 1.161 -0.989  C1 1.144
8 H -1.515 -0.703 -0.737  N5 1.036

two:
Here is an isolated molecule of CH3N3S from OMol25. Energies are from ωB97M-V with the def2-TZVPD basis set.

The calculation puts the highest occupied orbital energy (alpha / beta) at -9.4 / -9.1 eV. The molar mass is 89.1 g mol⁻¹. The gap between HOMO and LUMO (alpha / beta) comes out at 0.3146 / 0.3065 Ha. The net charge is 0.

Last columns: bonded neighbours and bond lengths (Å).
Cartesian coordinates (Å):
1 C -0.401 0.496 0.341  N2 1.352, N4 1.492, H6 1.117, H7 1.146
2 N -1.074 0.668 1.501  C1 1.352
3 N -3.001 0.477 -0.081  S5 1.474
4 N -0.750 -0.783 -0.342  C1 1.492, S5 1.657, H8 1.020
5 S -2.366 -0.699 -0.702  N3 1.474, N4 1.657
6 H -0.685 1.198 -0.479  C1 1.117
7 H 0.732 0.561 0.509  C1 1.146
8 H -0.487 -1.743 -0.118  N4 1.020

From most stable to least stable, the computed energies give one, two.

one:
Here is a cluster of 4 separate species, C3H16NO4 in total from OMol25. Energies are from ωB97M-V with the def2-TZVPD basis set.

The calculation puts the highest occupied orbital energy at -13.9 eV. The molar mass is 130.2 g mol⁻¹. The gap between HOMO and LUMO comes out at 0.4096 Ha. The net charge is +1.

Last columns: bonded neighbours and bond lengths (Å).
Cartesian coordinates (Å):
1 C -0.512 0.065 1.696  O2 1.389, C3 1.566, H6 1.088, H7 1.020
2 O -0.554 0.434 0.358  C1 1.389, H8 1.036
3 C 0.676 -0.955 1.738  C1 1.566, C4 1.454, N5 1.569, H9 1.110
4 C 0.351 -2.184 1.032  C3 1.454, H10 1.135, H11 1.118, H12 1.052
5 N 1.818 -0.129 1.048  C3 1.569, H13 1.134, H14 1.016, H15 1.006
6 H -0.258 0.994 2.203  C1 1.088
7 H -1.414 -0.351 1.927  C1 1.020
8 H -1.039 -0.283 -0.212  O2 1.036
9 H 0.916 -1.187 2.797  C3 1.110
10 H -0.748 -2.212 0.752  C4 1.135
11 H 0.414 -3.047 1.740  C4 1.118
12 H 0.760 -2.358 0.078  C4 1.052
13 H 1.192 0.027 0.115  N5 1.134
14 H 1.961 0.802 1.428  N5 1.016
15 H 2.626 -0.655 0.761  N5 1.006
16 H -2.528 -0.416 -1.536  O18 1.041
17 H -1.706 -1.499 -2.210  O18 0.947
18 O -1.835 -1.165 -1.333  H16 1.041, H17 0.947
19 H -1.549 2.574 -5.204  O21 0.907
20 H -1.455 1.006 -5.773  O21 1.000
21 O -1.338 1.703 -5.067  H19 0.907, H20 1.000
22 H 1.566 3.111 1.968  O24 0.928
23 H 0.993 3.043 0.543  O24 0.974
24 O 1.664 2.683 1.151  H22 0.928, H23 0.974

two:
Here is a cluster of 5 separate species, C3H16NO4 in total from OMol25. Energies are from ωB97M-V with the def2-TZVPD basis set.

The calculation puts the highest occupied orbital energy at -13.9 eV. The molar mass is 130.2 g mol⁻¹. The gap between HOMO and LUMO comes out at 0.4053 Ha. The net charge is +1.

Last columns: bonded neighbours and bond lengths (Å).
Cartesian coordinates (Å):
1 C 0.047 -1.987 1.050  C2 1.492, H5 1.098, H6 1.081, H7 1.078
2 C 1.093 -1.497 0.104  C1 1.492, C3 1.339, N4 1.483
3 C 2.143 -2.171 -0.381  C2 1.339, H8 1.081, H9 1.099
4 N 0.966 -0.069 -0.272  C2 1.483, H10 1.030, H11 1.037, H12 1.019
5 H -0.001 -1.306 1.910  C1 1.098
6 H -0.928 -2.055 0.588  C1 1.081
7 H 0.370 -2.942 1.431  C1 1.078
8 H 2.832 -1.658 -1.038  C3 1.081
9 H 2.201 -3.254 -0.207  C3 1.099
10 H 0.455 0.529 0.395  N4 1.030
11 H 0.482 -0.016 -1.188  N4 1.037
12 H 1.842 0.443 -0.364  N4 1.019
13 H 0.267 2.676 1.390  O15 0.959
14 H 1.040 2.107 2.605  O15 0.962
15 O 0.443 1.876 1.887  H13 0.959, H14 0.962
16 H -0.038 3.309 -0.667  O18 0.958
17 H -0.580 1.931 -1.451  O18 0.966
18 O -0.019 2.360 -0.792  H16 0.958, H17 0.966
19 H -1.830 0.604 1.096  O21 0.967
20 H -3.030 -0.403 0.710  O21 0.963
21 O -2.195 -0.006 0.440  H19 0.967, H20 0.963
22 H -2.260 0.418 -1.781  O24 0.972
23 H -1.848 0.521 -3.174  O24 0.968
24 O -1.452 0.590 -2.293  H22 0.972, H23 0.968

three:
Here is a cluster of 5 separate species, C3H16NO4 in total from OMol25. Energies are from ωB97M-V with the def2-TZVPD basis set.

The calculation puts the highest occupied orbital energy at -13.6 eV. The molar mass is 130.2 g mol⁻¹. The gap between HOMO and LUMO comes out at 0.3416 Ha. The net charge is +1.

Last columns: bonded neighbours and bond lengths (Å).
Cartesian coordinates (Å):
1 C -0.670 -3.166 -1.566  C2 1.503, H5 1.083, H6 1.093, H7 1.085
2 C -1.702 -2.103 -1.315  C1 1.503, N4 1.478, H8 1.075, H9 1.081
3 C -2.067 -1.064 0.871  N4 1.262, H10 1.083, H11 1.066
4 N -1.363 -1.245 -0.160  C2 1.478, C3 1.262, H12 1.026
5 H 0.163 -2.866 -2.189  C1 1.083
6 H -0.374 -3.669 -0.641  C1 1.093
7 H -1.151 -3.986 -2.088  C1 1.085
8 H -1.833 -1.412 -2.127  C2 1.075
9 H -2.718 -2.444 -1.168  C2 1.081
10 H -1.779 -0.369 1.650  C3 1.083
11 H -2.968 -1.610 1.037  C3 1.066
12 H -0.457 -0.768 -0.213  N4 1.026
13 H 0.426 6.693 -0.124  O15 0.960
14 H 1.595 6.853 -1.123  O15 0.962
15 O 1.268 6.318 -0.394  H13 0.960, H14 0.962
16 H 0.642 0.222 2.190  O18 0.963
17 H 1.265 -0.308 3.526  O18 0.960
18 O 0.991 -0.555 2.640  H16 0.963, H17 0.960
19 H 1.812 -1.220 0.102  O21 0.968
20 H 2.729 -0.663 -1.011  O21 0.964
21 O 1.824 -0.934 -0.823  H19 0.968, H20 0.964
22 H 1.145 0.701 -0.158  O24 0.976
23 H 0.618 2.101 0.149  O24 0.967
24 O 0.429 1.168 0.312  H22 0.976, H23 0.967

From most stable to least stable, the computed energies give two, three, one.

one:
Here is a cluster of 2 separate species, C3H7OS in total from OMol25. Energies are from ωB97M-V with the def2-TZVPD basis set.

The calculation puts the highest occupied orbital energy at -2.9 eV. The molar mass is 91.2 g mol⁻¹. The gap between HOMO and LUMO comes out at 0.2567 Ha. The net charge is -1.

Last columns: bonded neighbours and bond lengths (Å).
Cartesian coordinates (Å):
1 S 0.290 1.963 -1.554  H2 1.336
2 H 0.984 3.080 -1.790  S1 1.336
3 O 1.932 -1.800 -0.149  C4 1.209
4 C 1.226 -0.840 0.054  O3 1.209, C5 1.513, H7 1.103
5 C -0.282 -0.886 -0.062  C4 1.513, C6 1.536, H8 1.095, H9 1.096
6 C -1.048 0.017 0.916  C5 1.536, H10 1.092, H11 1.095, H12 1.091
7 H 1.631 0.159 0.287  C4 1.103
8 H -0.615 -1.929 -0.033  C5 1.095
9 H -0.460 -0.474 -1.062  C5 1.096
10 H -0.740 -0.151 1.950  C6 1.092
11 H -2.115 -0.189 0.783  C6 1.095
12 H -0.803 1.049 0.660  C6 1.091

two:
Here is a cluster of 2 separate species, C3H7OS in total from OMol25. Energies are from ωB97M-V with the def2-TZVPD basis set.

The calculation puts the highest occupied orbital energy at -2.3 eV. The molar mass is 91.2 g mol⁻¹. The gap between HOMO and LUMO comes out at 0.2234 Ha. The net charge is -1.

Last columns: bonded neighbours and bond lengths (Å).
Cartesian coordinates (Å):
1 C 1.356 -1.254 -0.962  O2 1.246, H6 1.099, H7 1.087
2 O 1.377 -2.444 -0.593  C1 1.246
3 C 0.337 0.199 0.519  C4 1.433, H8 1.090, H9 1.082
4 C -1.039 0.167 0.121  C3 1.433, S5 2.122, H10 1.072, H11 1.098
5 S -2.055 2.000 0.456  C4 2.122, H12 1.363
6 H 0.607 -1.071 -1.746  C1 1.099
7 H 2.193 -0.577 -0.815  C1 1.087
8 H 0.408 0.076 1.600  C3 1.090
9 H 1.001 0.926 0.070  C3 1.082
10 H -1.635 -0.373 0.830  C4 1.072
11 H -1.357 -0.071 -0.903  C4 1.098
12 H -1.194 2.423 1.423  S5 1.363

three:
Here is a cluster of 2 separate species, C3H7OS in total from OMol25. Energies are from ωB97M-V with the def2-TZVPD basis set.

The calculation puts the highest occupied orbital energy at -2.4 eV. The molar mass is 91.2 g mol⁻¹. The gap between HOMO and LUMO comes out at 0.2307 Ha. The net charge is -1.

Last columns: bonded neighbours and bond lengths (Å).
Cartesian coordinates (Å):
1 O -0.115 4.818 1.131  C2 1.231
2 C -0.260 3.746 0.546  O1 1.231, H3 1.181, H4 1.099
3 H -0.155 2.647 0.966  C2 1.181
4 H -0.568 3.698 -0.508  C2 1.099
5 C 0.867 -2.330 -0.316  C6 1.588, H8 1.071, H9 1.113, H10 1.111
6 C -0.438 -1.438 -0.467  C5 1.588, S7 1.900, H11 1.059, H12 1.214
7 S -0.896 -0.343 1.017  C6 1.900
8 H 1.762 -1.749 -0.215  C5 1.071
9 H 0.856 -2.863 0.662  C5 1.113
10 H 0.886 -3.089 -1.127  C5 1.111
11 H -0.521 -0.971 -1.414  C6 1.059
12 H -1.419 -2.126 -0.275  C6 1.214

four:
Here is a cluster of 2 separate species, C3H7OS in total from OMol25. Energies are from ωB97M-V with the def2-TZVPD basis set.

The calculation puts the highest occupied orbital energy at -2.5 eV. The molar mass is 91.2 g mol⁻¹. The gap between HOMO and LUMO comes out at 0.2404 Ha. The net charge is -1.

Last columns: bonded neighbours and bond lengths (Å).
Cartesian coordinates (Å):
1 O 0.639 0.719 3.574  C2 1.200
2 C 0.754 0.406 2.421  O1 1.200, H3 1.104, H4 1.105
3 H 0.355 1.018 1.592  C2 1.104
4 H 1.289 -0.472 2.018  C2 1.105
5 C 0.119 0.382 -1.391  C6 1.524, H8 1.097, H9 1.102, H10 1.090
6 C -0.923 -0.698 -1.126  C5 1.524, S7 1.825, H11 1.097, H12 1.095
7 S -1.130 -1.204 0.615  C6 1.825
8 H 0.957 0.292 -0.689  C5 1.097
9 H 0.591 0.206 -2.371  C5 1.102
10 H -0.189 1.428 -1.364  C5 1.090
11 H -1.889 -0.499 -1.606  C6 1.097
12 H -0.573 -1.579 -1.673  C6 1.095

From most stable to least stable, the computed energies give one, four, three, two.